[1]
50
Properties=species:S:1:pos:R:3:lowdin_charge:R:1 method="wB97M-V/def2-TZVPD" e_above_lowest_ev=1.025 homo_energy_ev="-10.967 / -11.263" max_force_ha_per_bohr=0.0427 e_lumo_ev="-5.685 / -5.794" charge=+1
Pd -0.24945 0.23962 -0.61476 0.683
C -3.03664 -2.25678 -2.84241 0.002
C -2.15671 -1.20337 -2.26351 -0.226
N -1.48063 -1.32770 -1.18140 -0.055
N -1.50895 -2.47507 -0.40934 0.111
C -0.59292 -2.29820 0.51595 -0.368
O 0.20523 -1.24390 0.64955 -0.211
C -0.38485 -3.37079 1.52514 -0.154
C -1.05721 -4.58715 1.42690 -0.026
C -0.85217 -5.56685 2.38535 -0.067
C 0.02053 -5.33799 3.44351 -0.068
C 0.69142 -4.12588 3.54413 -0.062
C 0.49090 -3.14307 2.58373 -0.015
C -1.95122 0.11433 -2.91585 -0.186
C -2.59151 0.45202 -4.08588 0.018
C -2.35396 1.69055 -4.67009 -0.010
C -1.47273 2.56519 -4.07178 -0.016
C -0.85305 2.17303 -2.89892 -0.113
N -1.08645 0.98637 -2.33509 -0.048
H -3.03547 -3.12579 -2.19423 0.078
H -2.69139 -2.55377 -3.83654 0.104
H -4.06075 -1.88772 -2.94213 0.102
H -1.73457 -4.75612 0.60030 0.108
H -1.37418 -6.51297 2.30708 0.108
H 0.17632 -6.10790 4.19160 0.110
H 1.37003 -3.94741 4.36964 0.109
H 1.00675 -2.19426 2.64974 0.113
H -3.27748 -0.25194 -4.53985 0.124
H -2.85719 1.96167 -5.59038 0.127
H -1.25433 3.53626 -4.49741 0.124
H -0.14455 2.81139 -2.39708 0.091
O 1.01186 1.54524 2.93867 -0.143
C 2.03551 1.42885 1.93617 -0.225
C 2.05299 2.64615 0.99923 -0.563
C 2.89566 3.73859 1.66317 -0.194
O 2.31098 4.01500 2.94241 -0.053
C 0.64762 3.24615 0.78571 -0.476
Se -0.81917 2.01366 0.98284 0.956
C 2.71853 2.35521 -0.35051 -0.519
Se 2.05480 0.84980 -1.39745 0.777
H 1.19392 2.35829 3.43503 0.083
H 1.82371 0.51645 1.40551 0.060
H 3.02138 1.31640 2.39224 0.141
H 2.92291 4.64046 1.04556 0.138
H 3.91477 3.36859 1.78083 0.133
H 2.86847 4.62044 3.43990 0.112
H 0.54553 3.67051 -0.21397 0.062
H 0.45609 4.04002 1.50035 0.077
H 3.78152 2.13446 -0.21064 0.078
H 2.66007 3.23993 -0.98103 0.066

[2]
50
Properties=species:S:1:pos:R:3:lowdin_charge:R:1 method="wB97M-V/def2-TZVPD" e_above_lowest_ev=0.005 homo_energy_ev=-5.310 max_force_ha_per_bohr=0.0119 e_lumo_ev=2.156 charge=-1
Pd -0.77428 -0.95675 2.10754 0.990
C 3.05369 1.68705 -2.72376 -0.047
C 2.57896 2.20377 -1.35857 -0.558
C 2.90453 3.69842 -1.23756 -0.051
C 3.33440 1.45047 -0.26279 -0.052
C 1.07020 1.99938 -1.24540 -0.160
C 0.20446 2.62716 -2.16396 -0.038
C -1.16801 2.47347 -2.12690 -0.079
C -1.70863 1.65556 -1.13957 -0.455
S -3.36258 1.22128 -0.78457 1.099
C -2.81205 0.22273 0.52496 -0.508
N -1.51625 0.22851 0.67182 -0.042
C -0.85937 1.02627 -0.23407 -0.275
C 0.52343 1.19367 -0.26541 0.050
C -3.54040 -0.61364 1.45540 -0.246
C -4.92382 -0.76226 1.49546 -0.060
C -5.47882 -1.61037 2.43885 -0.107
C -4.64463 -2.29734 3.31748 -0.094
C -3.26408 -2.14615 3.27125 -0.084
C -2.67936 -1.29549 2.34215 -0.175
H 4.13504 1.81310 -2.81531 0.082
H 2.58140 2.22532 -3.54765 0.074
H 2.82361 0.62594 -2.83498 0.087
H 3.98157 3.85419 -1.33415 0.082
H 2.59045 4.08328 -0.26603 0.091
H 2.41011 4.28645 -2.01280 0.071
H 4.40647 1.62288 -0.37920 0.086
H 3.16100 0.37392 -0.30606 0.089
H 3.04671 1.78373 0.73560 0.097
H 0.62708 3.25983 -2.93468 0.104
H -1.79784 2.97615 -2.84922 0.104
H 1.11828 0.67010 0.47549 0.096
H -5.55516 -0.22200 0.79862 0.099
H -6.55172 -1.74266 2.49224 0.092
H -5.08232 -2.96227 4.05317 0.096
H -2.62485 -2.68852 3.95765 0.100
O 2.62944 -2.02688 3.88805 -0.332
S 1.54326 -1.40405 3.18313 0.260
O 1.61006 -1.56720 1.68265 -0.442
O 0.19418 -2.08713 3.54124 -0.486
O 1.34181 0.03511 3.41876 -0.412
C 1.15202 -3.17667 -2.21250 -0.096
C 0.29712 -2.36046 -1.25536 -0.350
O 0.10577 -3.02008 -0.02671 -0.116
H 1.25969 -2.66567 -3.17383 0.062
H 0.69977 -4.15426 -2.38682 0.066
H 2.14606 -3.33519 -1.79145 0.072
H -0.68825 -2.17706 -1.70224 0.107
H 0.75793 -1.37764 -1.10168 0.091
H 0.74388 -2.64800 0.62172 0.018

[3]
46
Properties=species:S:1:pos:R:3:lowdin_charge:R:1 method="wB97M-V/def2-TZVPD" e_above_lowest_ev=3.934 homo_energy_ev=-9.250 max_force_ha_per_bohr=0.0866 e_lumo_ev=0.012 charge=0
O -3.45344 -0.57605 0.27802 0.131
O 2.43983 -1.62962 -1.09546 0.131
O 2.42131 0.69687 0.90735 0.085
O -1.94847 -2.03121 -0.42333 0.068
O -1.08746 0.98450 -0.27385 0.002
C -2.29689 -0.92832 0.16956 -0.405
C 1.60171 -0.99301 -1.68058 -0.340
C 1.23595 0.43407 1.23085 -0.184
C 1.74949 -0.45605 -3.04729 0.058
C 0.82472 0.37837 -3.58259 0.040
C -1.65303 0.56088 -3.28908 -0.025
C -0.29054 2.51538 -3.06080 -0.028
C -0.33471 0.99110 -2.83504 -0.482
C 2.21491 0.81768 3.63276 -0.035
C -0.14617 -1.42245 3.04978 -0.127
C -1.45602 0.44812 2.24686 -0.048
C -0.69423 -2.00821 -1.20466 -0.007
C 0.39424 -1.83814 1.62700 -0.047
C -0.17724 0.75133 -1.30268 -0.183
C 0.92439 0.83669 2.71871 -0.224
C -1.12625 0.01632 0.80769 -0.237
C -0.32472 0.08083 3.19584 -0.301
C 0.26885 -0.75754 -0.96788 -0.113
C 0.22953 -0.63582 0.67313 -0.180
H 2.53584 -0.88002 -3.51336 0.082
H 0.94317 0.70574 -4.59005 0.120
H -2.42692 0.68404 -2.57361 0.095
H -1.54599 -0.51672 -3.49103 0.098
H -1.95032 1.11540 -4.13130 0.079
H -0.26786 2.81012 -4.09482 0.084
H -0.95470 3.15956 -2.46057 0.110
H 0.66482 2.76604 -2.62953 0.081
H 1.82411 0.71215 4.65782 0.079
H 2.86753 -0.03829 3.43577 0.075
H 2.84200 1.72786 3.47261 0.090
H 0.43091 -1.87923 3.87386 0.117
H -1.17550 -1.90464 3.20551 0.136
H -1.47262 1.56825 2.27684 0.145
H -2.43758 0.10081 2.68102 0.150
H -0.07192 -2.90759 -0.94275 0.152
H -0.94930 -2.09440 -2.21598 0.098
H 1.40385 -2.15128 1.82448 0.122
H -0.25042 -2.69475 1.39546 0.122
H 0.68753 1.29251 -1.01519 0.135
H 0.62514 1.87515 2.85052 0.138
H -0.63749 0.31354 4.20999 0.146